(1)
{
  "formula": "C25H31N3OOsP2",
  "method": "wB97M-V/def2-TZVPD",
  "species": ["C", "C", "C", "C", "C", "C", "C", "C", "C", "C", "C", "C", "C", "H", "H", "H", "H", "H", "H", "H", "N", "Os", "C", "H", "H", "C", "H", "H", "P", "P", "C", "H", "H", "H", "C", "H", "H", "H", "C", "H", "H", "H", "C", "H", "H", "H", "H", "H", "N", "C", "O", "C", "C", "C", "N", "C", "C", "H", "H", "H", "H", "H", "H"],
  "xyz": [[-0.8359, -3.1297, -3.8040], [-0.7543, -1.8698, -3.2181], [-1.8996, -1.3165, -2.5833], [-3.1205, -2.0683, -2.5167], [-3.1572, -3.3535, -3.1218], [-2.0333, -3.8660, -3.7401], [-4.1653, -1.5222, -1.7650], [-4.1048, -0.2156, -1.2705], [-2.8592, 0.4884, -1.4088], [-2.7081, 1.7983, -0.8728], [-3.7583, 2.3558, -0.1488], [-4.9790, 1.6667, -0.0043], [-5.1630, 0.4166, -0.5636], [0.0449, -3.5575, -4.2864], [-4.0985, -3.9043, -3.0755], [-2.0607, -4.8596, -4.1862], [-5.0770, -2.1071, -1.6181], [-3.6215, 3.3345, 0.3153], [-5.7847, 2.1423, 0.5567], [-6.1080, -0.1236, -0.4798], [-1.7653, -0.1704, -1.8670], [0.2515, -0.3458, 0.2657], [0.5116, -1.0623, -3.1502], [0.3207, 0.0123, -3.2830], [1.2464, -1.3777, -3.9044], [-1.3670, 2.4710, -1.0435], [-0.9270, 2.2544, -2.0291], [-1.4420, 3.5601, -0.9077], [1.2942, -1.2169, -1.4468], [-0.1295, 1.8219, 0.1960], [-0.7627, 2.5887, 1.7309], [-0.0496, 2.4214, 2.5481], [-0.9075, 3.6679, 1.5813], [-1.7215, 2.1260, 2.0003], [1.3707, 2.7614, -0.2291], [1.1541, 3.8363, -0.1792], [2.1685, 2.5149, 0.4827], [1.6958, 2.4924, -1.2425], [1.7626, -2.9901, -1.4606], [2.3108, -3.2469, -2.3788], [2.4013, -3.1720, -0.5860], [0.8631, -3.6139, -1.3809], [2.8961, -0.4102, -1.8145], [3.5795, -0.5413, -0.9670], [3.3336, -0.8802, -2.7064], [2.7407, 0.6588, -2.0026], [-1.3016, -0.9852, 0.1860], [0.8451, -1.8126, 0.5783], [5.1023, 1.0737, 5.5823], [3.7247, 1.0247, 5.6409], [3.1298, 1.2900, 6.6785], [3.0132, 0.6591, 4.3688], [3.6432, 0.4863, 3.1312], [2.8987, 0.1501, 1.9923], [1.5548, -0.0299, 2.0306], [0.9442, 0.0883, 3.2328], [1.6290, 0.4709, 4.3928], [5.5967, 1.2520, 6.4432], [5.6437, 0.7427, 4.8002], [4.7207, 0.6159, 2.9908], [3.3601, 0.0028, 1.0110], [-0.1295, -0.1142, 3.2089], [1.0397, 0.6167, 5.2975]],
  "atomic_forces_ev_per_a": [[-0.269, 0.028, 0.187], [0.388, 0.585, 0.147], [-0.601, 0.093, 1.350], [0.692, -0.299, -0.287], [-0.657, 0.640, 0.511], [0.496, -0.124, -0.360], [-0.854, -0.174, -0.379], [0.224, 0.731, 0.370], [0.039, -1.206, 0.311], [0.675, -0.088, -0.008], [-0.041, -0.240, -0.214], [0.096, 0.457, 0.110], [0.109, -0.692, -0.411], [-0.295, 0.114, 0.095], [0.372, -0.044, -0.044], [-0.059, 0.253, 0.098], [0.211, 0.152, -0.034], [-0.147, -0.239, -0.191], [0.198, -0.196, -0.174], [0.209, 0.273, 0.140], [-0.683, 0.703, -2.026], [-1.503, -2.756, 2.910], [-0.030, 0.077, 0.111], [-0.056, -0.375, -0.051], [-0.163, -0.058, 0.287], [-0.032, 0.005, 0.084], [-0.294, 0.124, 0.292], [-0.016, -0.293, -0.061], [2.098, -1.053, -3.249], [-0.515, 3.877, -0.707], [0.114, 0.004, 0.065], [-0.220, 0.142, -0.171], [0.083, -0.256, 0.091], [0.243, 0.100, -0.035], [-0.110, 0.426, 0.071], [0.234, -0.157, -0.049], [-0.159, 0.093, -0.155], [-0.112, 0.121, 0.282], [-0.035, 0.180, -0.004], [-0.142, 0.077, 0.251], [-0.175, -0.060, -0.240], [0.226, 0.119, 0.069], [0.103, -0.209, -0.218], [-0.080, 0.046, -0.288], [0.071, 0.184, 0.238], [0.082, -0.263, 0.067], [0.210, -0.093, 0.670], [0.436, -0.905, 0.206], [-0.882, -0.168, -0.300], [1.164, 0.545, 1.611], [0.109, -0.399, -1.483], [-0.600, -0.191, -0.793], [0.006, -0.172, -0.612], [-0.439, 0.011, 0.324], [0.360, 0.306, 0.927], [0.521, 0.270, -0.071], [-0.573, -0.263, -0.301], [-0.130, 0.014, -0.014], [-0.140, 0.035, 0.185], [-0.469, -0.047, 0.108], [-0.056, 0.189, 0.523], [0.357, 0.138, 0.282], [0.411, -0.093, -0.042]],
  "homo_lumo_gap_ha": [0.1939, 0.1796],
  "lumo_energy_ev": [-7.215, -9.525],
  "total_charge": 2,
  "spin_multiplicity": 5,
  "relative_energy_ev": 0.0000
}



(2)
{
  "formula": "C25H31N4O5S2",
  "method": "wB97M-V/def2-TZVPD",
  "species": ["C", "N", "C", "H", "H", "H", "C", "C", "C", "N", "C", "O", "C", "C", "C", "C", "C", "C", "H", "H", "S", "O", "O", "N", "H", "C", "C", "C", "C", "C", "H", "H", "H", "H", "H", "H", "H", "H", "H", "H", "H", "H", "C", "N", "C", "C", "C", "C", "C", "C", "S", "H", "O", "C", "O", "H", "H", "H", "H", "H", "H", "H", "H", "H", "H", "H", "H"],
  "xyz": [[4.5110, 2.3907, -1.5428], [4.4284, 0.9606, -1.2879], [4.2471, 0.2336, -2.5340], [3.3734, 0.6201, -3.0585], [5.1152, 0.3277, -3.2022], [4.0845, -0.8232, -2.3287], [5.6272, 0.5099, -0.5848], [5.4406, -0.8247, 0.1384], [4.6292, -0.6938, 1.4276], [3.2738, -0.2140, 1.2000], [3.0265, 1.1402, 1.3175], [3.8420, 1.9153, 1.7479], [1.6621, 1.5823, 0.8715], [1.3045, 1.4673, -0.4734], [0.0449, 1.8517, -0.8828], [-0.8247, 2.3833, 0.0575], [-0.4573, 2.5996, 1.3729], [0.8052, 2.2000, 1.7782], [1.1220, 2.3474, 2.7984], [-1.1427, 3.0823, 2.0512], [-2.4552, 2.7974, -0.4864], [-3.1355, 3.7293, 0.3371], [-2.5646, 2.8347, -1.9001], [-3.4281, 1.1842, -0.0773], [-2.8927, 0.3702, -0.3943], [-3.6773, 1.0841, 1.3687], [-4.5393, -0.1344, 1.6943], [-5.8518, -0.0726, 0.9199], [-5.5500, 0.0287, -0.5719], [-4.6867, 1.2552, -0.8426], [-4.4371, 1.3477, -1.9010], [-5.1997, 2.1677, -0.5297], [-6.4722, 0.1145, -1.1447], [-5.0288, -0.8730, -0.9013], [-6.4405, -0.9663, 1.1207], [-6.4339, 0.7927, 1.2398], [-4.7283, -0.1508, 2.7670], [-4.0096, -1.0520, 1.4306], [-2.7164, 1.0340, 1.8872], [-4.1846, 2.0043, 1.6683], [-0.2766, 1.7592, -1.9077], [2.0161, 1.0500, -1.1673], [2.2745, -1.0864, 0.8999], [1.0262, -0.7955, 1.0342], [0.2155, -1.7952, 0.6052], [-1.1809, -1.7139, 0.5916], [-1.8419, -2.8056, 0.1021], [-1.1712, -3.9568, -0.3471], [0.1981, -4.0634, -0.3370], [0.8827, -2.9476, 0.1401], [2.6004, -2.7036, 0.2606], [0.7026, -4.9488, -0.6814], [-2.0881, -4.8679, -0.7723], [-3.3566, -4.2965, -0.5543], [-3.1921, -2.9775, -0.0562], [-3.9150, -4.8976, 0.1799], [-3.9157, -4.2620, -1.5004], [-1.6679, -0.8402, 0.9842], [4.5738, -1.6595, 1.9359], [5.1072, 0.0337, 2.0881], [6.4240, -1.2071, 0.4135], [4.9756, -1.5565, -0.5220], [5.8839, 1.2696, 0.1558], [6.4744, 0.4215, -1.2845], [4.5505, 2.9191, -0.5917], [5.3960, 2.6600, -2.1348], [3.6239, 2.7165, -2.0848]],
  "atomic_forces_ev_per_a": [[0.014, -0.013, 0.053], [0.051, 0.073, -0.056], [0.006, -0.040, 0.106], [-0.048, -0.024, -0.049], [0.019, 0.025, -0.036], [-0.022, -0.070, -0.075], [0.027, -0.213, 0.066], [-0.072, 0.313, 0.089], [0.499, -0.086, -0.124], [0.391, 0.199, 0.342], [-0.260, -0.171, -0.006], [0.024, 0.185, 0.026], [-0.254, 0.820, -0.248], [-0.115, 0.284, 0.068], [0.216, -0.111, -0.220], [-0.894, 0.168, -0.293], [0.091, 0.040, 0.308], [0.076, 0.066, -0.166], [0.020, 0.023, 0.106], [-0.035, 0.052, 0.152], [0.275, -0.638, 0.117], [0.163, 0.070, 0.379], [0.276, -0.137, -0.175], [0.606, 0.641, -0.272], [0.180, 0.128, -0.046], [-0.092, -0.231, 0.949], [-0.142, 0.172, -0.140], [0.152, -0.252, -0.084], [-0.028, 0.176, 0.290], [-0.728, -0.116, -0.696], [0.019, 0.002, 0.148], [0.054, -0.023, 0.005], [0.054, 0.025, -0.110], [0.014, -0.044, -0.088], [-0.067, 0.022, 0.037], [-0.084, 0.036, 0.037], [0.119, 0.016, 0.033], [0.045, -0.043, 0.062], [-0.026, 0.055, -0.104], [0.077, -0.065, -0.066], [0.072, -0.052, -0.159], [0.065, -0.094, -0.082], [-0.708, -0.915, -0.227], [0.312, 0.089, 0.587], [0.228, -0.886, -0.488], [-0.147, -0.228, -0.114], [0.268, -0.326, -0.158], [0.095, 0.563, 0.256], [-0.412, -0.177, -0.053], [-0.142, 0.517, 0.229], [-0.137, 0.348, 0.068], [0.043, -0.171, -0.082], [0.354, -0.140, -0.106], [-1.137, -0.636, -0.205], [0.315, 0.397, 0.155], [0.202, 0.152, -0.111], [0.191, 0.035, 0.182], [-0.134, 0.172, 0.128], [-0.036, 0.121, 0.074], [-0.072, -0.185, -0.007], [0.014, -0.095, -0.015], [0.103, -0.072, -0.068], [0.063, 0.003, -0.035], [-0.018, 0.092, 0.017], [0.025, 0.085, 0.004], [0.025, 0.030, -0.057], [-0.031, 0.058, -0.049]],
  "homo_lumo_gap_ha": 0.2597,
  "smiles": "CN(C)CCCN(C(=O)c1ccc(S(=O)(=O)[NH+]2CCCCC2)cc1)c1nc2cc3c(cc2s1)OCO3",
  "lumo_energy_ev": -3.303,
  "total_charge": 1,
  "relative_energy_ev": 1.0545
}



(3)
{
  "formula": "C25H31N4OP",
  "method": "wB97M-V/def2-TZVPD",
  "species": ["C", "O", "C", "C", "C", "C", "C", "C", "C", "N", "C", "N", "C", "C", "H", "H", "H", "H", "H", "H", "H", "H", "C", "C", "C", "C", "N", "P", "H", "N", "C", "C", "C", "C", "C", "C", "C", "C", "C", "C", "H", "H", "H", "H", "H", "H", "H", "H", "H", "H", "H", "H", "H", "H", "H", "H", "H", "H", "H", "H", "H", "H"],
  "xyz": [[0.5437, -3.8547, 2.2076], [-0.2235, -2.8179, 2.8552], [-0.1084, -1.5388, 2.4055], [-0.8533, -0.5478, 3.0981], [-0.7791, 0.7661, 2.7042], [-0.0003, 1.1626, 1.5828], [0.0479, 2.5515, 1.1818], [0.1486, 2.9489, -0.1282], [0.2264, 4.3255, -0.4950], [0.3034, 5.4599, -0.7828], [0.0231, 2.0600, -1.2344], [-0.0800, 1.3696, -2.1785], [0.7326, 0.1639, 0.9060], [0.7013, -1.1603, 1.3056], [0.2776, -4.7575, 2.7569], [0.2620, -3.9565, 1.1513], [1.6219, -3.6645, 2.2917], [-1.4649, -0.8705, 3.9396], [-1.3450, 1.5274, 3.2468], [-0.1748, 3.3004, 1.9443], [1.3624, 0.4488, 0.0654], [1.2880, -1.9088, 0.7705], [3.6735, 6.4318, -0.3588], [4.9173, 5.5831, -0.1380], [5.0470, 4.5618, -1.2670], [6.1644, 6.4620, -0.1279], [4.8021, 4.8507, 1.1429], [4.7797, 3.1645, 1.2281], [3.3317, 2.9041, 1.2326], [5.1295, 3.2039, 2.8801], [5.6341, 2.0239, 3.6201], [6.9891, 2.3365, 4.2480], [5.8075, 0.8722, 2.6308], [4.6274, 1.6233, 4.6904], [5.0608, 4.4952, 3.4212], [4.8724, 5.4597, 2.4030], [4.8098, 6.8216, 2.7108], [4.9028, 7.2031, 4.0574], [5.0839, 6.2486, 5.0687], [5.1815, 4.8796, 4.7584], [3.5657, 7.1942, 0.4181], [3.7567, 6.9382, -1.3302], [2.7663, 5.8166, -0.3706], [5.9419, 3.9380, -1.1448], [4.1644, 3.9162, -1.3504], [5.1512, 5.1000, -2.2162], [7.0551, 5.8715, 0.1222], [6.3019, 6.8854, -1.1312], [6.0867, 7.2922, 0.5799], [6.9191, 3.0715, 5.0551], [7.4021, 1.4106, 4.6697], [7.6901, 2.7123, 3.4917], [4.8610, 0.5791, 2.1602], [6.5379, 1.1184, 1.8494], [6.1900, -0.0014, 3.1721], [3.6563, 1.3894, 4.2361], [4.9921, 0.7254, 5.2070], [4.4833, 2.4143, 5.4318], [4.6909, 7.5737, 1.9284], [4.8267, 8.2631, 4.3152], [5.1464, 6.5602, 6.1118], [5.3457, 4.1461, 5.5484]],
  "atomic_forces_ev_per_a": [[-0.302, 0.403, 0.216], [0.305, 0.303, -0.352], [0.178, 0.342, -0.378], [0.354, -0.878, -0.229], [0.294, 0.515, -0.407], [0.066, -0.969, 0.487], [-0.610, 0.068, -1.113], [-0.247, -0.011, 1.149], [0.157, 2.952, -0.447], [-0.219, -2.625, 0.628], [0.062, -1.952, -2.530], [0.199, 1.648, 2.286], [-0.146, 0.514, 0.178], [-0.459, -0.489, 0.611], [0.122, 0.064, -0.166], [0.030, 0.040, 0.235], [-0.238, -0.002, 0.011], [0.139, 0.153, -0.194], [0.164, -0.238, -0.122], [0.457, -0.020, -0.237], [-0.091, -0.129, 0.217], [-0.189, 0.317, 0.167], [-0.245, 0.146, -0.277], [0.031, -0.141, 0.316], [0.224, 0.074, -0.333], [0.318, 0.157, -0.231], [0.268, 0.579, -0.034], [-0.348, -0.669, -0.637], [0.062, 0.156, 0.203], [0.345, -0.093, 0.557], [-0.095, 0.403, -0.262], [0.366, -0.164, 0.141], [0.291, -0.304, 0.044], [-0.177, -0.328, 0.205], [-0.103, 0.134, 0.349], [-0.131, 0.299, 0.078], [-0.038, -0.341, 0.280], [0.073, -0.253, 0.365], [-0.034, 0.144, -0.420], [-0.179, 0.441, -0.311], [-0.099, -0.158, -0.242], [-0.101, -0.044, 0.208], [0.218, 0.151, 0.014], [-0.253, 0.122, -0.020], [0.112, 0.061, 0.069], [-0.095, -0.060, 0.146], [-0.174, 0.105, -0.038], [0.025, -0.024, 0.209], [0.115, -0.215, -0.207], [0.114, -0.195, -0.238], [-0.025, 0.207, -0.039], [-0.159, -0.061, 0.144], [0.114, 0.105, 0.034], [-0.232, -0.051, 0.171], [-0.115, 0.126, -0.038], [0.163, 0.061, 0.087], [-0.127, 0.171, -0.024], [-0.048, -0.242, -0.149], [-0.008, -0.319, 0.532], [0.057, -0.391, -0.062], [0.011, -0.039, -0.303], [-0.146, 0.448, -0.298]],
  "homo_lumo_gap_ha": 0.2175,
  "smiles": "CC(C)(C)N1PN(C(C)(C)C)c2ccccc21.COc1ccc(C=C(C#N)C#N)cc1",
  "lumo_energy_ev": -0.969,
  "relative_energy_ev": 0.0000
}



Max |F| list, top to bottom, in Eh/bohr: 0.0832, 0.0256, 0.0621